Here is a structure of composition C26H68Li3N6O10 in a non-equilibrium geometry from the Open Molecules 2025 dataset. Energies are from ωB97M-V with the def2-TZVPD basis set.

Results
Highest occupied orbital energy (spin up / spin down), Ha: -0.4297 / -0.4297
Total charge: +2
DFT total energy, eV: -58080.5518
Kohn-Sham gap (spin up / spin down), eV: 6.251 / 3.406
Largest force on an atom, eV/Å: 7.56
2S+1: 2

Each line ends with the Löwdin charge.
Element x y z (Å)
Li (5.653, -0.049, 1.773)  0.7113
Li (3.950, -2.375, 1.969)  0.7260
Li (5.104, -1.133, -0.992)  0.7746
C (2.009, 0.776, 1.427)  -0.0420
C (2.483, -0.489, 0.566)  -0.4839
C (2.164, -0.018, -0.880)  -0.0803
O (3.901, -0.800, 0.608)  -0.5193
H (0.990, 1.110, 1.230)  0.0538
H (2.694, 1.568, 1.127)  0.0636
H (2.124, 0.633, 2.501)  0.0741
H (1.936, -1.395, 0.828)  0.1142
H (2.669, 0.939, -1.013)  0.0693
H (1.127, 0.173, -1.154)  0.0470
H (2.392, -0.663, -1.728)  0.0483
C (4.635, -0.039, 4.564)  -0.0888
C (5.201, -1.399, 4.426)  -0.6502
C (4.190, -2.340, 5.125)  -0.0699
O (5.583, -1.884, 3.165)  -0.4203
H (5.239, 0.842, 4.342)  0.0730
H (4.175, 0.151, 5.533)  0.0904
H (3.822, 0.054, 3.845)  0.0486
H (6.173, -1.471, 4.914)  0.1294
H (3.308, -2.430, 4.491)  0.0609
H (4.011, -2.131, 6.180)  0.0804
H (4.494, -3.371, 5.305)  0.0748
C (4.421, 4.599, -0.493)  -0.7708
O (5.334, 4.053, 0.043)  0.0622
N (3.907, 5.703, 0.007)  0.1850
N (3.879, 4.187, -1.604)  0.1884
H (3.034, 6.040, -0.374)  0.1143
H (4.669, 6.311, 0.273)  0.1362
H (4.188, 3.264, -1.876)  0.1198
H (3.011, 4.576, -1.944)  0.1165
C (1.505, -4.114, -2.172)  -0.6925
O (1.733, -5.079, -1.365)  -0.0110
N (2.342, -3.688, -3.094)  0.1584
N (0.387, -3.399, -2.144)  0.1658
H (3.121, -4.301, -3.286)  0.1225
H (2.280, -2.832, -3.625)  0.0486
H (-0.352, -3.646, -1.501)  0.1194
H (0.225, -2.676, -2.830)  0.0765
C (-5.272, -3.305, 3.219)  -0.0495
C (-4.592, -1.965, 3.454)  -0.4450
C (-4.128, -1.976, 4.956)  -0.1267
C (-3.062, -0.933, 5.316)  -0.1704
C (-1.961, -1.018, 4.219)  -0.1105
C (-2.377, -0.856, 2.694)  -0.4554
N (-3.485, -1.859, 2.429)  -0.1755
O (-3.913, -1.775, 1.196)  -0.0195
C (-2.731, 0.633, 2.351)  0.0008
C (-1.186, -1.238, 1.948)  -0.0805
C (-5.574, -0.766, 3.187)  -0.0185
H (-4.763, -4.208, 3.556)  0.0846
H (-5.474, -3.484, 2.163)  0.0783
H (-6.251, -3.402, 3.688)  0.0885
H (-5.041, -2.016, 5.551)  0.1249
H (-3.764, -2.985, 5.149)  0.1095
H (-2.655, -1.151, 6.303)  0.1076
H (-3.458, 0.042, 5.601)  0.1029
H (-1.473, -1.945, 4.520)  0.1182
H (-1.200, -0.260, 4.405)  0.1100
H (-2.315, 1.032, 1.426)  0.0538
H (-3.792, 0.709, 2.114)  0.0556
H (-2.580, 1.266, 3.226)  0.0886
H (-0.303, -0.599, 1.986)  0.0696
H (-0.896, -2.281, 2.073)  0.0996
H (-1.344, -1.297, 0.871)  0.0595
H (-6.581, -0.982, 3.542)  0.0863
H (-5.609, -0.546, 2.120)  0.0672
H (-5.179, 0.149, 3.629)  0.0704
H (-3.359, -2.503, 0.903)  0.1158
C (-0.578, 0.896, -5.813)  0.0383
C (-1.676, 0.737, -4.584)  -0.4243
C (-0.904, 0.156, -3.291)  -0.1015
C (-1.759, 0.140, -2.032)  -0.1895
C (-2.233, 1.509, -1.756)  -0.1682
C (-2.971, 2.120, -2.903)  -0.3945
N (-2.186, 2.024, -4.201)  0.0840
O (-2.594, 2.803, -5.264)  0.1672
C (-4.470, 1.585, -3.149)  0.0550
C (-2.997, 3.556, -2.391)  -0.0324
C (-2.707, -0.282, -4.902)  -0.0272
H (-0.963, 1.370, -6.716)  0.0894
H (-0.202, -0.111, -5.993)  0.0739
H (0.184, 1.463, -5.278)  0.0841
H (-0.619, -0.849, -3.603)  0.1002
H (0.007, 0.749, -3.208)  0.1112
H (-1.156, -0.084, -1.152)  0.0978
H (-2.475, -0.681, -2.022)  0.1264
H (-1.387, 2.122, -1.446)  0.1158
H (-2.828, 1.250, -0.879)  0.1419
H (-4.462, 0.496, -3.105)  0.0730
H (-5.050, 1.977, -2.313)  0.1043
H (-4.865, 1.878, -4.121)  0.0961
H (-3.518, 3.682, -1.442)  0.1162
H (-2.056, 4.103, -2.330)  0.0964
H (-3.395, 4.214, -3.163)  0.0905
H (-3.513, 0.011, -5.575)  0.1113
H (-3.146, -0.853, -4.084)  0.0921
H (-2.290, -1.059, -5.543)  0.1066
H (-1.862, 2.729, -5.880)  0.1119
O (5.419, 1.850, 1.438)  -0.1029
H (4.861, 2.243, 2.109)  0.0527
H (5.594, 2.563, 0.824)  -0.0076
O (4.814, -1.172, -3.006)  -0.0667
H (4.789, -2.092, -3.270)  0.0541
H (4.540, -0.691, -3.787)  0.0539
O (2.015, -1.300, -4.939)  -0.0316
H (1.787, -1.155, -5.857)  0.0560
H (2.329, -0.449, -4.632)  0.0386
O (0.724, 3.103, -0.385)  -0.0423
H (1.614, 3.454, -0.368)  0.0083
H (0.793, 2.253, 0.051)  -0.0235

Here is a structure of composition C32H37BiFN10O4SbSe4 in a non-equilibrium geometry from the Open Molecules 2025 dataset. Energies are from ωB97M-V with the def2-TZVPD basis set.

Results
Highest occupied orbital energy, Ha: 0.0289
Total charge: -2
DFT total energy, eV: -333353.9413
Energy relative to the best compared isomer or geometry (same formula, charge and spin), eV: 3.0020
Kohn-Sham gap, eV: 2.707
Largest force on an atom, eV/Å: 3.31

Each line ends with the Löwdin charge.
Element x y z (Å)
Bi (-0.471, -0.772, -0.959)  1.3896
Se (-1.163, -5.807, 2.842)  -0.4410
Sb (-0.126, -3.654, 2.281)  -0.1934
Se (-0.300, -1.964, 4.610)  0.1906
Se (-1.223, -3.226, -0.020)  -0.1999
Se (2.235, -4.455, 1.981)  -0.2813
C (1.511, 2.767, -1.536)  -0.0239
C (1.137, 2.691, -0.131)  -0.3888
N (0.061, 2.062, 0.292)  0.0333
C (-0.055, 2.319, 1.621)  -0.1241
C (1.060, 3.045, 2.074)  -0.0685
N (1.865, 3.223, 0.955)  -0.0179
C (3.297, 3.639, 0.870)  -0.0391
N (4.003, 3.513, 2.171)  -0.0576
N (4.874, 4.523, 2.488)  0.0164
N (5.625, 4.175, 3.482)  0.0465
C (5.299, 2.837, 3.869)  -0.2191
C (6.008, 1.949, 4.654)  -0.0482
C (5.626, 0.637, 4.533)  -0.0944
C (4.559, 0.207, 3.702)  -0.0475
C (3.838, 1.123, 2.936)  -0.0013
C (4.238, 2.455, 3.027)  -0.1752
H (0.616, 3.010, -2.161)  0.1020
H (1.987, 1.800, -1.814)  0.0699
H (2.270, 3.586, -1.770)  0.0927
H (-0.902, 1.874, 2.153)  0.0887
H (1.230, 3.604, 2.966)  0.1007
H (3.409, 4.679, 0.633)  0.1137
H (3.766, 3.001, 0.129)  0.1275
H (6.895, 2.181, 5.282)  0.1203
H (6.170, -0.120, 5.089)  0.1002
H (4.327, -0.865, 3.713)  0.1152
H (2.930, 0.834, 2.476)  0.0902
N (-7.510, 2.221, 1.483)  0.0749
C (-6.172, 1.907, 1.566)  -0.3372
C (-5.298, 1.991, 0.494)  -0.0343
C (-3.933, 1.897, 0.692)  -0.1298
N (-3.447, 1.698, 1.912)  0.0490
C (-4.260, 1.487, 2.958)  -0.1443
C (-5.618, 1.441, 2.804)  -0.0289
H (-8.036, 2.069, 0.595)  0.1061
H (-8.132, 1.980, 2.262)  0.0906
H (-5.699, 2.093, -0.494)  0.0915
H (-3.246, 1.926, -0.108)  0.0832
H (-3.781, 1.324, 3.899)  0.1012
H (-6.310, 1.104, 3.600)  0.1078
C (4.566, -3.382, -1.058)  -0.0169
N (3.122, -3.121, -0.811)  -0.2520
C (2.217, -3.879, -1.766)  -0.0280
C (2.821, -1.678, -0.666)  -0.1573
C (2.505, -0.997, -1.977)  -0.3163
C (3.534, -0.392, -2.712)  -0.0886
C (3.360, -0.029, -4.040)  -0.1283
C (2.115, -0.094, -4.628)  -0.0937
C (1.063, -0.611, -3.837)  -0.1312
C (1.209, -1.032, -2.522)  -0.3503
H (4.694, -4.394, -1.312)  0.0662
H (5.128, -3.192, -0.120)  0.1062
H (4.834, -2.679, -1.884)  0.0980
H (2.856, -3.548, 0.124)  -0.1085
H (2.437, -3.487, -2.790)  0.0975
H (1.117, -3.831, -1.585)  0.0347
H (2.608, -4.945, -1.658)  0.1095
H (3.726, -1.250, -0.186)  0.1294
H (2.019, -1.584, 0.091)  0.0781
H (4.517, -0.212, -2.227)  0.1144
H (4.172, 0.434, -4.604)  0.0934
H (1.878, 0.122, -5.680)  0.1000
H (0.165, -0.877, -4.348)  0.0786
F (-5.749, -4.378, -2.778)  0.0546
C (-5.961, -3.039, -2.982)  -0.1432
C (-4.852, -2.333, -3.308)  0.0728
N (-4.875, -0.936, -3.282)  0.0049
C (-3.708, -0.208, -3.765)  -0.0516
C (-2.493, -0.419, -2.902)  -0.6724
O (-1.982, 0.645, -2.343)  -0.2163
O (-2.013, -1.570, -2.726)  -0.2002
C (-6.015, -0.208, -3.079)  -0.4486
O (-6.224, 0.984, -3.319)  0.0474
N (-7.025, -1.018, -2.488)  0.1848
C (-7.255, -2.402, -2.668)  -0.3905
O (-8.352, -2.924, -2.573)  0.0762
H (-3.852, -2.746, -3.439)  0.1435
H (-3.930, 0.864, -3.723)  0.1242
H (-3.528, -0.533, -4.817)  0.1484
H (-7.852, -0.457, -2.162)  0.1760
C (1.242, -0.787, 4.571)  -0.6547
H (1.041, 0.266, 4.801)  -0.0036
H (1.724, -1.005, 3.677)  -0.0701
H (1.847, -1.149, 5.398)  -0.0225

Here is a cluster of 3 separate species, C2H10NO2 in total in a non-equilibrium geometry from the Open Molecules 2025 dataset. Energies are from ωB97M-V with the def2-TZVPD basis set.

Results
Highest occupied orbital energy (spin up / spin down), Ha: -0.7592 / -0.7143
Total charge: +2
DFT total energy, eV: -7798.0832
Energy relative to the best compared isomer or geometry (same formula, charge and spin), eV: 2.0058
Kohn-Sham gap (spin up / spin down), eV: 10.822 / 4.310
Largest force on an atom, eV/Å: 7.65
2S+1: 2

Each line ends with the Löwdin charge.
Element x y z (Å)
C (0.353, 0.185, -0.595)  0.0849
C (0.523, 1.469, -0.817)  0.2947
N (1.413, -0.403, 0.275)  0.2332
H (-0.623, -0.275, -0.712)  0.1364
H (-0.145, 2.110, -1.388)  0.1464
H (1.311, 2.072, -0.579)  0.1044
H (0.963, -0.279, 1.265)  0.1717
H (1.655, -1.349, 0.067)  0.1724
H (2.308, 0.180, 0.151)  0.2232
H (-3.371, -0.291, -1.668)  0.1347
H (-2.600, 0.298, -2.741)  -0.0071
O (-2.499, 0.108, -1.903)  0.1320
H (-0.391, -1.719, 2.778)  0.1043
H (0.643, -0.786, 3.270)  0.0086
O (0.460, -1.321, 2.597)  0.0603